{
  "formula": "C3H6N2S",
  "method": "ωB97M-V/def2-TZVPD",
  "species": ["C", "C", "C", "S", "H", "H", "H", "H", "H", "H", "N", "N"],
  "coordinates": [[1.111, 1.168, 0.972], [0.652, 0.357, 0.030], [1.301, -0.914, -0.401], [-0.870, 0.761, -0.797], [0.592, 2.069, 1.244], [2.016, 0.942, 1.508], [1.485, -0.912, -1.477], [2.253, -1.044, 0.114], [0.654, -1.762, -0.170], [-0.753, -0.157, -1.754], [-4.194, 0.294, 0.335], [-4.247, -0.802, 0.396]],
  "forces_ev_per_a": [[-0.0265, -0.0905, -0.0323], [-0.2568, 0.1654, -0.2002], [0.1871, -0.0945, 0.0868], [0.0796, 0.0944, 0.1858], [-0.1164, 0.2444, 0.0418], [0.1881, -0.1177, 0.0795], [0.0044, -0.0152, 0.0142], [-0.0057, -0.0443, -0.0073], [0.0202, -0.0374, -0.0376], [-0.0301, -0.0979, -0.1459], [-0.1076, -1.4039, 0.0913], [0.0638, 1.3971, -0.0758]],
  "mulliken_charge": [-0.92, 0.83, -1.30, -0.26, 0.26, 0.25, 0.35, 0.33, 0.33, 0.12, 0.03, -0.02],
  "homo_lumo_gap_ev": 9.58,
  "lumo_ha": 0.0343,
  "energy_ev": -17023.97428,
  "homo_energy_ha": -0.3176,
  "charge": 0,
  "multiplicity": 1
}

{
  "formula": "C3H6N2S",
  "method": "ωB97M-V/def2-TZVPD",
  "species": ["C", "C", "C", "H", "H", "H", "H", "H", "H", "N", "N", "S"],
  "coordinates": [[-0.486, 0.168, -0.170], [0.307, -0.910, 0.003], [1.670, -0.757, 0.179], [-0.707, 2.272, 0.364], [1.024, 1.413, -0.075], [-2.431, 0.554, 0.737], [-2.345, -1.005, -0.334], [-0.144, -1.917, -0.679], [2.158, -1.632, 0.540], [0.029, 1.404, -0.010], [-1.899, 0.031, -0.325], [2.825, 0.379, -0.230]],
  "forces_ev_per_a": [[-2.2216, 1.2219, 1.1093], [-1.2614, -3.4308, -3.5283], [2.1961, -0.7168, -0.6502], [3.3556, -3.4287, -1.7154], [1.1274, 0.9864, 0.2386], [2.0897, -2.0694, -4.4122], [2.1181, 3.1010, 0.2502], [1.5446, 2.5139, 2.9549], [0.2069, -0.9735, 0.1958], [-5.4819, 2.4927, 1.0256], [-3.0031, 0.1679, 3.9658], [-0.6704, 0.1356, 0.5659]],
  "mulliken_charge": [0.74, -0.37, -0.33, 0.29, 0.06, 0.32, 0.31, 0.10, 0.31, -0.31, -0.69, -0.42],
  "homo_lumo_gap_ev": 7.92,
  "lumo_ha": -0.0108,
  "energy_ev": -17020.07042,
  "homo_energy_ha": -0.3017,
  "charge": 0,
  "multiplicity": 1
}

{
  "formula": "C3H6N2S",
  "method": "ωB97M-V/def2-TZVPD",
  "species": ["H", "N", "N", "C", "C", "S", "C", "H", "H", "H", "H", "H"],
  "coordinates": [[2.544, -0.583, 1.334], [1.691, -0.648, 0.728], [1.506, 0.302, -0.034], [0.195, 0.327, -0.668], [-0.689, -1.030, -0.405], [-2.141, -0.265, 0.310], [-0.774, 1.101, 0.207], [0.170, 0.806, -1.711], [-0.891, -1.770, -1.226], [-0.037, -1.489, 0.348], [-0.451, 1.208, 1.293], [-1.123, 2.041, -0.176]],
  "forces_ev_per_a": [[-0.2425, 0.6011, -1.2155], [-0.1955, -0.1024, 0.4367], [1.1664, 0.3162, 0.5963], [-2.4640, -1.7691, -0.8866], [2.0277, -0.5948, -1.5411], [0.9700, 1.6388, -0.3937], [-1.1365, -0.0062, 2.7672], [0.5861, -1.1145, 1.4757], [0.3206, 0.9560, 0.5985], [-0.8042, -0.4086, -0.1552], [-0.0438, 0.0985, -1.5794], [-0.1844, 0.3849, -0.1028]],
  "mulliken_charge": [0.22, -0.45, -0.25, 0.18, -0.53, -0.18, -0.70, 0.34, 0.34, 0.38, 0.32, 0.33],
  "homo_lumo_gap_ev": 8.70,
  "lumo_ha": 0.0140,
  "energy_ev": -17020.74240,
  "homo_energy_ha": -0.3058,
  "charge": 0,
  "multiplicity": 1
}

{
  "formula": "C3H6N2S",
  "method": "ωB97M-V/def2-TZVPD",
  "species": ["N", "C", "C", "C", "N", "S", "H", "H", "H", "H", "H", "H"],
  "coordinates": [[1.486, -1.188, -0.575], [1.830, -0.234, 0.324], [1.212, 0.938, 0.445], [0.093, 1.373, -0.288], [-1.097, 0.873, -0.493], [-1.734, -0.585, 0.213], [0.479, -1.243, -0.769], [2.111, -2.067, -0.573], [2.650, -0.506, 0.925], [1.695, 1.558, 1.155], [0.243, 2.305, -0.771], [-0.958, -0.943, 1.218]],
  "forces_ev_per_a": [[0.9127, -2.3543, -0.2410], [-0.7372, -0.5852, -0.7309], [0.9700, -0.9970, 1.4460], [-2.7362, -0.6374, -0.5811], [1.2858, -0.2024, 0.6671], [-0.1978, 0.9327, -1.2148], [0.7658, -0.5433, -0.2793], [-2.1157, 1.9965, -0.0898], [1.1315, 0.1738, 0.6508], [0.0831, 1.0696, 0.4012], [-0.2214, 1.0334, -0.5998], [0.8594, 0.1135, 0.5715]],
  "mulliken_charge": [-0.38, -0.09, -0.61, 0.08, -0.45, -0.20, 0.17, 0.24, 0.39, 0.32, 0.38, 0.15],
  "homo_lumo_gap_ev": 9.17,
  "lumo_ha": 0.0267,
  "energy_ev": -17021.91424,
  "homo_energy_ha": -0.3102,
  "charge": 0,
  "multiplicity": 1
}

{
  "formula": "C3H6N2S",
  "method": "ωB97M-V/def2-TZVPD",
  "species": ["C", "C", "C", "N", "N", "S", "H", "H", "H", "H", "H", "H"],
  "coordinates": [[-2.296, 0.072, 0.611], [2.137, -0.003, -0.161], [-2.059, 0.039, -0.740], [-2.245, 0.264, 1.782], [-0.861, 0.261, -1.125], [3.345, 0.708, 0.780], [1.109, 0.527, -0.215], [2.312, -0.752, -0.809], [-2.901, -0.261, -1.369], [-0.725, -0.137, -2.008], [4.371, -0.229, 0.735], [-2.186, -0.489, 2.519]],
  "forces_ev_per_a": [[0.5523, -0.2149, -0.9782], [-2.7131, 3.0382, 1.5859], [-2.4263, -0.4276, 0.7211], [-0.5021, -0.4422, 2.5454], [1.7018, 0.4273, 0.7607], [1.1471, -0.2484, 0.4215], [2.0906, -0.9757, 0.2237], [0.6929, -2.4600, -2.0206], [0.1116, -0.0320, -0.0197], [0.3167, -0.1936, -1.9665], [-0.9907, 0.6133, -0.1306], [0.0193, 0.9157, -1.1426]],
  "mulliken_charge": [0.35, -0.50, -0.36, -0.37, -0.48, -0.20, 0.26, 0.38, 0.32, 0.18, 0.12, 0.30],
  "homo_lumo_gap_ev": [8.29, 6.48],
  "lumo_ha": [0.0284, -0.0098],
  "energy_ev": -17018.60013,
  "homo_energy_ha": [-0.2764, -0.2482],
  "charge": 0,
  "multiplicity": 1
}

{
  "formula": "C3H6N2S",
  "method": "ωB97M-V/def2-TZVPD",
  "species": ["C", "C", "C", "N", "N", "S", "H", "H", "H", "H", "H", "H"],
  "coordinates": [[-2.331, -0.440, -0.188], [0.647, 1.058, -0.121], [1.001, -1.714, 0.104], [-1.470, 0.319, -0.106], [0.423, 2.295, 0.125], [1.494, -0.168, -0.713], [-3.228, -0.935, -0.392], [0.869, -1.524, 1.154], [1.904, -2.394, 0.055], [0.288, -2.199, -0.461], [-0.596, 2.654, -0.032], [1.001, 3.048, 0.575]],
  "forces_ev_per_a": [[1.3842, 2.0353, -0.1271], [-0.3549, 1.6890, 0.3269], [3.1555, -0.0691, 1.4305], [-0.0878, -0.8885, 0.1769], [-2.0590, -0.6252, -0.2696], [0.1876, 0.4337, -0.3276], [-1.0808, -1.0154, -0.0060], [-0.6941, 0.0098, 0.3399], [-0.4634, 1.0174, -0.2246], [-2.1022, -0.6013, -1.1006], [1.8335, -0.8238, 0.0168], [0.2813, -1.1618, -0.2356]],
  "mulliken_charge": [0.01, 0.81, -0.80, -0.38, -0.25, 0.29, 0.43, 0.39, 0.40, 0.36, 0.38, 0.37],
  "homo_lumo_gap_ev": 9.65,
  "lumo_ha": -0.4325,
  "energy_ev": -17000.83850,
  "homo_energy_ha": -0.7871,
  "charge": 2,
  "multiplicity": 1
}

{
  "formula": "C3H6N2S2",
  "method": "ωB97M-V/def2-TZVPD",
  "species": ["C", "N", "N", "C", "S", "C", "S", "H", "H", "H", "H", "H", "H"],
  "coordinates": [[-0.227, 1.190, -1.765], [0.500, 0.067, -1.239], [0.509, 0.031, 0.175], [-0.135, -0.931, 0.872], [-1.240, -2.050, 0.281], [0.107, -0.957, 2.337], [1.077, -0.138, 3.285], [-1.305, 1.135, -1.584], [-0.072, 1.260, -2.825], [0.124, 2.137, -1.385], [0.034, -0.758, -1.578], [1.214, 0.627, 0.597], [-0.587, -1.612, 2.829]],
  "forces_ev_per_a": [[-0.8319, 0.7580, 0.0787], [0.6135, 0.0629, 0.4739], [-0.7249, -0.9888, -0.4316], [0.0259, 0.5516, -0.4731], [0.8292, 0.7451, -0.0539], [-0.8716, -0.3529, 0.0187], [1.0138, 0.8121, 0.0316], [-0.0138, 0.0035, 0.0940], [0.1290, -0.2817, -0.6184], [0.2695, 0.1815, 0.4218], [0.0247, -0.6369, 0.3220], [-0.1592, -0.3441, 0.1932], [-0.3042, -0.5104, -0.0568]],
  "mulliken_charge": [-0.80, -0.57, 0.08, 0.43, -0.33, -0.31, -0.27, 0.28, 0.34, 0.31, 0.26, 0.25, 0.32],
  "homo_lumo_gap_ev": 7.39,
  "lumo_ha": -0.0537,
  "energy_ev": -27857.16862,
  "homo_energy_ha": -0.3251,
  "charge": 0,
  "multiplicity": 1
}

{
  "formula": "C3H6N2S2",
  "method": "ωB97M-V/def2-TZVPD",
  "species": ["C", "C", "C", "N", "N", "S", "S", "H", "H", "H", "H", "H", "H"],
  "coordinates": [[0.432, -1.345, 2.453], [0.077, 0.485, -0.597], [-1.137, 1.117, -2.794], [0.758, -1.997, 3.511], [1.152, 0.687, -0.147], [-1.008, -1.305, 1.550], [-1.345, 0.158, -1.302], [1.247, -0.659, 2.159], [-1.244, 2.213, -2.748], [-1.780, 0.915, -3.611], [-0.130, 1.012, -3.260], [1.523, -1.567, 4.018], [1.455, 0.285, 0.767]],
  "forces_ev_per_a": [[0.9320, -0.0501, 1.1160], [1.0539, -0.9129, 2.0010], [2.0882, 2.0277, -1.4847], [-1.5032, 0.0142, -0.0054], [-0.2650, -0.0102, 0.0780], [0.1197, 0.0888, -0.8371], [-1.5010, -0.2410, -0.5790], [0.0127, 0.8461, -0.7268], [-0.1000, -0.2980, 0.9666], [-1.1612, -1.1670, -0.3218], [-0.4893, -0.3671, 0.6205], [0.5355, -0.2473, -0.5257], [0.2777, 0.3169, -0.3016]],
  "mulliken_charge": [0.18, 0.52, -1.03, -0.63, -0.37, -0.43, 0.08, 0.03, 0.35, 0.37, 0.31, 0.24, 0.38],
  "homo_lumo_gap_ev": [6.26, 6.26],
  "lumo_ha": [-0.0563, -0.0561],
  "energy_ev": -27854.77827,
  "homo_energy_ha": [-0.2862, -0.2862],
  "charge": 0,
  "multiplicity": 1
}

{
  "formula": "C3H6N2S2",
  "method": "ωB97M-V/def2-TZVPD",
  "species": ["C", "C", "N", "S", "N", "C", "S", "H", "H", "H", "H", "H", "H"],
  "coordinates": [[-1.684, -0.382, 0.172], [-0.282, -0.009, 0.602], [-0.001, -0.037, 1.850], [1.560, 0.327, 2.443], [0.642, 0.434, -0.365], [0.727, 0.200, -1.703], [-0.095, -0.858, -2.629], [-2.276, -0.395, 1.091], [-1.715, -1.358, -0.276], [-2.060, 0.340, -0.559], [2.357, -0.185, 1.490], [1.334, 1.108, 0.014], [1.494, 0.814, -2.130]],
  "forces_ev_per_a": [[0.3426, 0.6433, 0.5520], [-0.1968, -0.2117, -0.0624], [0.1850, 0.0055, -0.3577], [-0.2862, 0.1007, 0.0527], [0.5911, 0.6346, 0.3893], [-0.5457, -0.4962, 0.3937], [0.1016, 0.1504, 0.1322], [-0.0480, 0.1002, -0.2533], [0.0873, -0.3927, -0.2381], [-0.0281, -0.1364, 0.1711], [0.0055, -0.0543, -0.1636], [-0.6316, -0.7100, -0.2885], [0.4235, 0.3668, -0.3274]],
  "mulliken_charge": [-1.16, 0.80, -0.51, -0.19, -0.21, -0.18, -0.29, 0.34, 0.30, 0.34, 0.13, 0.31, 0.31],
  "homo_lumo_gap_ev": 8.76,
  "lumo_ha": -0.0030,
  "energy_ev": -27858.14420,
  "homo_energy_ha": -0.3250,
  "charge": 0,
  "multiplicity": 1
}

{
  "formula": "C3H6N2S2",
  "method": "ωB97M-V/def2-TZVPD",
  "species": ["H", "N", "C", "N", "C", "S", "S", "C", "H", "H", "H", "H", "H"],
  "coordinates": [[-2.236, 1.059, 0.157], [-2.957, 0.425, -0.358], [-2.372, -0.650, -0.244], [-0.964, -1.117, 0.421], [-0.026, -0.219, 0.130], [-0.312, 1.271, 0.177], [1.683, -0.879, -0.163], [2.833, 0.641, -0.130], [-3.034, -1.557, -0.402], [-0.839, -2.112, 1.178], [2.559, 1.096, 0.987], [3.892, 0.317, -0.079], [2.546, 1.141, -1.034]],
  "forces_ev_per_a": [[-1.6188, 0.0277, -1.2216], [1.8676, 2.1390, 1.2908], [-1.0302, -5.4588, 1.8048], [-2.7135, -2.9400, 1.0551], [3.7521, -4.8430, 1.0699], [0.3476, 6.8956, -0.1544], [-0.0419, 0.0714, 0.0414], [-1.6828, -0.9786, 3.7161], [1.5226, 0.4567, -0.2188], [-0.4995, 4.1863, -3.7500], [0.7272, -0.4377, -3.4299], [-0.8267, -0.1125, -0.3025], [0.1963, 0.9940, 0.0991]],
  "mulliken_charge": [0.31, -0.46, -0.12, -0.39, 0.48, -0.49, -0.10, -0.77, 0.31, 0.37, 0.23, 0.33, 0.30],
  "homo_lumo_gap_ev": 8.48,
  "lumo_ha": 0.0005,
  "energy_ev": -27854.90695,
  "homo_energy_ha": -0.3113,
  "charge": 0,
  "multiplicity": 1
}

Results for relative energy (zero: lowest compared OMol25 entry of this formula, charge and spin): 1.5 91.6 76.1 49.0 125.5 55.5 44.5 99.6 22.0 96.6 (in kcal/mol, following the order of the records).